[1]
{
  "formula": "C4H9ClSi",
  "method": "the ωB97M-V functional and the def2-TZVPD basis",
  "symbols": ["C", "C", "C", "C", "Si", "Cl", "H", "H", "H", "H", "H", "H", "H", "H", "H"],
  "positions_angstrom": [[1.65646, 0.78336, -0.29628], [0.69067, -0.00877, -0.67136], [0.79685, -1.19326, -1.63291], [-1.15913, 0.23742, 2.05466], [-1.12264, 0.26469, 0.12021], [-1.80963, 2.13009, -0.39239], [1.38657, 1.59667, 0.32974], [2.70622, 0.70941, -0.69402], [1.76319, -1.09093, -2.27667], [-0.06850, -1.43282, -2.34397], [0.72948, -2.03791, -0.91086], [-1.51337, -0.75481, 2.35371], [-0.09301, 0.52622, 2.37698], [-1.96826, 0.96255, 2.43939], [-1.99489, -0.69191, -0.45624]],
  "atomic_forces_ev_per_a": [[1.799, 0.200, -0.802], [-3.280, -0.998, -0.624], [0.423, -0.096, -0.476], [-0.061, 1.171, -0.692], [2.140, 0.593, 1.009], [-0.075, 0.330, -0.264], [0.348, 0.703, 0.740], [-1.107, 0.136, 0.460], [-1.552, -0.697, 1.357], [0.988, 1.038, 0.989], [0.813, -0.106, -0.865], [0.639, 0.033, 0.253], [-1.814, -0.608, 0.011], [1.521, -0.859, -0.610], [-0.783, -0.840, -0.486]],
  "smiles": "C=C(C)[Si@@H](C)Cl",
  "lumo_energy_ev": 0.9,
  "homo_lumo_gap_ev": 10.7,
  "spin_multiplicity": 1
}


[2]
{
  "formula": "C22H25BN5O2PtS5",
  "method": "the ωB97M-V functional and the def2-TZVPD basis",
  "symbols": ["Pt", "C", "S", "C", "S", "N", "N", "C", "C", "C", "C", "C", "C", "N", "H", "H", "H", "H", "H", "H", "H", "H", "S", "C", "S", "C", "N", "N", "C", "C", "C", "C", "C", "C", "S", "H", "H", "H", "H", "H", "C", "C", "C", "O", "B", "O", "C", "C", "C", "H", "H", "H", "H", "H", "H", "H", "H", "H", "H", "H", "H"],
  "positions_angstrom": [[-1.56990, -1.24827, 0.29363], [-4.72294, -3.19122, 3.98862], [-3.74352, -4.40487, 3.08185], [-2.99683, -3.37772, 1.85477], [-2.31438, -1.87009, 2.35911], [-3.00662, -3.92248, 0.65293], [-2.35357, -3.14334, -0.24146], [-2.39149, -3.37970, -1.49030], [-1.74332, -2.40068, -2.34808], [-1.53308, -2.62543, -3.70026], [-0.86956, -1.68331, -4.46003], [-0.41810, -0.52291, -3.85304], [-0.66794, -0.34453, -2.50716], [-1.33125, -1.24658, -1.77968], [-5.20646, -3.74869, 4.79048], [-4.09821, -2.41044, 4.41498], [-5.47924, -2.75159, 3.34194], [-2.90263, -4.24848, -1.90319], [-1.87520, -3.55640, -4.13383], [-0.69188, -1.85704, -5.51379], [0.11778, 0.23635, -4.40416], [-0.34674, 0.54146, -1.97289], [4.14667, 2.14096, 0.45106], [3.54821, 0.58653, 0.28826], [1.87728, 0.20093, 0.46144], [2.18478, -1.50450, 0.18821], [3.44470, -1.75286, -0.02241], [4.18945, -0.57609, 0.01691], [5.59176, -0.76442, -0.15972], [6.36711, 0.13896, -0.87372], [7.72498, -0.10156, -1.02994], [8.31067, -1.23620, -0.48728], [7.52401, -2.14188, 0.21176], [6.16736, -1.91135, 0.37543], [0.93058, -2.65706, 0.20472], [5.91019, 1.01993, -1.29073], [8.32784, 0.60585, -1.58549], [9.37102, -1.41650, -0.61264], [7.96774, -3.03505, 0.63311], [5.53676, -2.61397, 0.90085], [-3.81226, 3.01551, -0.49858], [-3.04884, 2.71039, 0.78580], [-3.73477, 3.37838, 1.96294], [-3.10243, 1.28681, 0.97672], [-1.89898, 0.71217, 0.56193], [-0.99422, 1.73475, 0.23460], [-1.51584, 2.99865, 0.66996], [-1.13422, 4.05634, -0.35045], [-0.85141, 3.31148, 2.00658], [-4.83829, 2.66288, -0.38619], [-3.36474, 2.48872, -1.34266], [-3.82868, 4.08473, -0.71567], [-4.78908, 3.09837, 1.97037], [-3.66603, 4.46650, 1.88413], [-3.29374, 3.06302, 2.90660], [-1.46989, 3.78216, -1.34996], [-0.04799, 4.15396, -0.36937], [-1.56443, 5.02580, -0.08677], [-1.06023, 2.52345, 2.73105], [-1.18850, 4.26731, 2.41201], [0.22851, 3.35285, 1.85670]],
  "atomic_forces_ev_per_a": [[-0.783, -0.099, 0.047], [0.066, 0.014, 0.147], [-0.109, -0.059, -0.044], [0.126, -0.083, -0.424], [-0.150, -0.050, -0.172], [-0.082, 0.005, 0.668], [0.420, 0.259, 0.488], [-0.188, -0.376, -0.620], [0.129, -0.003, -0.223], [-0.041, -0.183, -0.172], [0.016, -0.038, -0.119], [0.009, 0.020, -0.009], [-0.033, 0.052, 0.116], [0.186, 0.325, 0.279], [-0.026, 0.021, 0.004], [-0.022, -0.041, 0.004], [0.012, 0.009, -0.001], [0.029, 0.088, 0.025], [0.012, 0.024, -0.011], [-0.010, -0.011, 0.013], [0.006, 0.001, 0.004], [-0.014, -0.028, 0.020], [0.082, -0.035, 0.015], [0.167, -0.319, -0.192], [-0.326, 0.086, 0.068], [0.146, -0.119, -0.020], [-0.050, 0.219, -0.004], [0.167, 0.128, 0.004], [-0.092, 0.038, 0.063], [0.010, -0.031, 0.026], [0.001, -0.025, 0.016], [-0.023, 0.021, -0.011], [-0.032, 0.027, -0.012], [0.052, -0.044, 0.032], [-0.029, -0.045, 0.016], [-0.035, 0.077, -0.026], [-0.009, 0.008, -0.001], [-0.001, 0.001, -0.001], [-0.008, -0.006, 0.006], [0.014, 0.007, -0.006], [0.012, -0.043, -0.021], [0.073, -0.103, -0.014], [-0.007, 0.051, 0.015], [0.108, 0.012, 0.165], [0.474, 0.349, -0.001], [-0.174, -0.036, -0.144], [-0.022, -0.125, -0.014], [-0.007, 0.016, -0.010], [-0.013, -0.028, 0.010], [0.010, -0.006, -0.009], [0.005, 0.015, -0.008], [-0.017, 0.013, -0.004], [0.002, 0.007, 0.000], [-0.010, 0.000, 0.017], [0.002, 0.010, -0.009], [0.003, 0.013, 0.016], [-0.010, 0.006, -0.006], [0.006, 0.010, -0.005], [-0.012, 0.008, 0.016], [0.014, 0.012, 0.005], [-0.021, -0.017, 0.008]],
  "lumo_energy_ev": [1.7, 1.7],
  "homo_lumo_gap_ev": [5.8, 5.8],
  "total_charge": -1,
  "spin_multiplicity": 1
}


[3]
{
  "formula": "C26H47N5O3Si4W",
  "method": "the ωB97M-V functional and the def2-TZVPD basis",
  "symbols": ["W", "C", "C", "N", "O", "C", "C", "N", "O", "H", "H", "H", "H", "H", "H", "H", "C", "Si", "C", "C", "Si", "Si", "C", "C", "C", "Si", "C", "C", "C", "H", "H", "H", "H", "H", "H", "H", "H", "H", "H", "H", "H", "H", "H", "H", "H", "H", "H", "H", "H", "H", "H", "H", "H", "H", "H", "H", "C", "C", "C", "C", "C", "N", "C", "O", "N", "C", "C", "C", "C", "N", "C", "C", "C", "H", "H", "H", "H", "H", "H", "H", "H", "H", "H", "H", "H", "H"],
  "positions_angstrom": [[1.12768, -0.13058, 1.19473], [3.34413, -0.60500, 3.72724], [2.71425, 0.25413, 2.68224], [1.70517, 1.11222, 2.87591], [1.03868, 0.92866, 4.10944], [3.35961, 0.40367, 1.33944], [4.31298, 1.47238, 0.92576], [2.97906, -0.63175, 0.58093], [3.43319, -1.00943, -0.49565], [2.63468, -0.90694, 4.49399], [4.13856, -0.02258, 4.20501], [3.80993, -1.48004, 3.27751], [0.92426, 1.82042, 4.47729], [3.88283, 2.46472, 1.06458], [4.59745, 1.32792, -0.11411], [5.21610, 1.41339, 1.53682], [-2.38053, 2.18699, 4.39877], [-2.73259, 0.82511, 3.15046], [-3.23959, 1.48063, 1.45308], [-3.95242, -0.45461, 3.78858], [-0.72681, -0.53070, 2.83924], [-0.27198, -2.50631, 4.20174], [0.17843, -1.89746, 5.92628], [1.13287, -3.37783, 3.25502], [-1.78934, -3.61081, 4.27251], [-0.18695, -1.81771, -0.31576], [-0.90391, -0.99458, -1.87087], [0.99225, -3.18074, -0.89761], [-1.66537, -2.66858, 0.53772], [-3.30104, 2.74109, 4.59414], [-1.63589, 2.90299, 4.04660], [-2.04062, 1.77095, 5.34934], [-4.31792, 1.65093, 1.42606], [-3.00608, 0.77060, 0.65605], [-2.76132, 2.43550, 1.22575], [-4.92419, 0.01236, 3.96602], [-3.62071, -0.89379, 4.73098], [-4.10734, -1.26109, 3.06873], [0.87027, -1.05516, 5.92464], [0.63100, -2.70502, 6.50592], [-0.72236, -1.58372, 6.45773], [1.55954, -2.75831, 2.46168], [0.74850, -4.28487, 2.78466], [1.94140, -3.68436, 3.92132], [-2.67369, -3.07926, 4.62649], [-1.59735, -4.42414, 4.97751], [-2.02896, -4.06409, 3.31039], [-0.12515, -0.59656, -2.52190], [-1.60804, -0.18995, -1.64919], [-1.44521, -1.75948, -2.43290], [1.87392, -2.78155, -1.39695], [0.44618, -3.80120, -1.61265], [1.32996, -3.82594, -0.08458], [-2.45487, -1.96084, 0.81578], [-1.37589, -3.22914, 1.43056], [-2.10603, -3.38329, -0.16124], [-2.64501, -0.80060, -6.39724], [-1.58051, 0.22567, -6.13113], [-0.26573, -0.13720, -5.86283], [0.71453, 0.81430, -5.62712], [0.39582, 2.16928, -5.65380], [1.36040, 3.20008, -5.47868], [2.52098, 3.21457, -4.76159], [3.44480, 3.95052, -4.98452], [2.57298, 2.32899, -3.64033], [1.63657, 2.24047, -2.64497], [0.50191, 3.06145, -2.57344], [-0.37477, 2.91344, -1.51521], [-0.11416, 1.97747, -0.53757], [0.96343, 1.18060, -0.60151], [1.80674, 1.29215, -1.63029], [-0.91225, 2.54515, -5.94792], [-1.88084, 1.58523, -6.17890], [-2.30476, -1.80567, -6.15190], [-2.92557, -0.79085, -7.45220], [-3.54721, -0.58425, -5.82394], [0.01133, -1.18511, -5.87128], [1.73586, 0.49939, -5.47252], [1.28022, 3.97441, -6.12100], [3.51054, 2.02099, -3.43512], [0.32135, 3.81707, -3.32404], [-1.25476, 3.53633, -1.44070], [-0.76746, 1.84145, 0.31970], [2.63812, 0.60134, -1.67967], [-1.17038, 3.59674, -6.00376], [-2.89291, 1.88934, -6.41780]],
  "atomic_forces_ev_per_a": [[-0.194, 1.943, -2.633], [-0.206, -0.110, 0.037], [0.988, 0.427, 1.086], [-0.289, -0.477, -0.029], [0.103, 0.054, 0.232], [-0.083, 0.481, 0.163], [0.043, -0.039, 0.109], [0.228, -0.945, -0.241], [0.263, 0.050, 0.116], [0.029, -0.012, 0.009], [-0.011, 0.022, 0.001], [-0.023, -0.002, -0.058], [-0.057, -0.022, -0.064], [-0.046, -0.014, -0.001], [-0.013, 0.007, -0.019], [0.018, 0.011, -0.037], [0.189, -0.324, -0.151], [-0.329, -0.047, -0.147], [0.143, -0.088, 0.251], [0.183, 0.167, -0.078], [-0.037, -0.462, 0.264], [0.062, -0.242, 0.000], [-0.049, 0.053, -0.274], [-0.214, 0.131, 0.274], [0.051, 0.233, -0.050], [-1.410, -0.860, -0.264], [0.202, 0.091, 0.385], [0.194, 0.341, 0.372], [0.368, 0.179, -0.054], [-0.044, -0.029, -0.039], [-0.021, 0.001, -0.047], [-0.028, 0.014, 0.012], [-0.013, -0.013, 0.072], [-0.023, 0.001, 0.000], [0.026, -0.013, 0.017], [0.014, 0.056, -0.014], [0.003, 0.029, -0.006], [0.027, -0.001, -0.001], [0.024, -0.020, 0.009], [-0.005, -0.053, -0.061], [-0.016, -0.001, -0.026], [0.053, -0.032, 0.009], [-0.031, 0.019, -0.028], [-0.001, 0.034, 0.032], [0.028, -0.012, 0.014], [0.083, 0.017, 0.013], [0.014, 0.020, 0.023], [0.008, 0.025, -0.054], [-0.001, -0.019, 0.003], [0.018, -0.062, 0.045], [0.001, 0.001, -0.010], [-0.131, 0.068, 0.018], [-0.015, 0.022, 0.007], [-0.024, 0.025, -0.021], [0.034, 0.003, -0.075], [-0.074, -0.010, 0.032], [-0.010, 0.032, -0.092], [0.018, 0.023, 0.049], [-0.062, -0.017, 0.049], [0.140, 0.240, -0.007], [-0.127, -0.292, 0.030], [-0.033, 0.023, -0.009], [-0.190, 0.177, 0.225], [0.109, -0.093, -0.102], [-0.079, -0.180, -0.278], [-0.237, 0.034, 0.076], [-0.014, -0.055, 0.064], [0.038, 0.000, -0.026], [-0.017, -0.103, 0.187], [-0.058, -0.412, 0.716], [0.211, -0.026, -0.217], [0.023, 0.083, 0.143], [-0.029, -0.097, -0.039], [-0.009, 0.013, 0.008], [-0.005, -0.034, 0.012], [0.008, -0.036, 0.010], [-0.011, 0.009, 0.037], [0.091, -0.002, 0.032], [0.200, 0.021, -0.064], [0.049, 0.070, 0.041], [0.008, -0.044, -0.032], [0.006, 0.007, 0.013], [-0.031, 0.013, -0.042], [-0.022, -0.037, 0.069], [0.010, 0.004, 0.005], [0.015, 0.065, 0.021]],
  "lumo_energy_ev": [-7.4, -8.3],
  "homo_lumo_gap_ev": [5.3, 4.4],
  "total_charge": 2,
  "spin_multiplicity": 3
}